This record from OMol25 describes a molecular structure, C46H38N3O8PS2W. The level of theory is ωB97M-V/def2-TZVPD.

```
99
Properties=species:S:1:pos:R:3:forces:R:3
W -0.114 0.033 0.986 -0.1 -0.4 0.2
O 2.221 0.647 -0.004 -0.2 -0.1 0.0
C 3.262 0.569 0.979 0.0 0.1 0.1
C 2.581 0.745 2.366 0.1 -0.4 -0.2
O 3.194 1.078 3.355 -0.1 0.1 0.1
O 1.340 0.375 2.363 0.0 0.1 0.4
C 3.867 -0.834 0.894 0.0 0.0 0.0
C 3.959 -1.454 -0.347 0.1 0.0 0.0
C 4.516 -2.718 -0.459 0.0 0.0 0.0
C 4.992 -3.372 0.669 0.0 0.0 0.0
C 4.913 -2.749 1.906 0.0 0.0 0.0
C 4.355 -1.483 2.020 0.0 0.0 0.0
C 4.377 1.570 0.678 0.0 0.0 0.0
C 4.556 2.050 -0.617 0.0 0.0 0.0
C 5.610 2.903 -0.917 0.0 0.0 0.0
C 6.512 3.272 0.066 0.0 0.0 0.0
C 6.358 2.772 1.352 0.0 0.0 0.0
C 5.306 1.922 1.657 0.0 0.0 0.0
H 2.139 1.575 -0.291 0.0 0.0 -0.1
H 3.570 -0.949 -1.222 0.0 0.0 0.0
H 4.577 -3.194 -1.430 0.0 0.0 0.0
H 5.428 -4.360 0.583 0.0 0.0 0.0
H 5.286 -3.249 2.792 0.0 0.0 0.0
H 4.290 -1.006 2.990 0.0 0.0 0.0
H 3.883 1.762 -1.413 0.0 0.0 0.0
H 5.723 3.271 -1.929 0.0 0.0 0.0
H 7.335 3.936 -0.167 0.0 0.0 0.0
H 7.064 3.041 2.128 0.0 0.0 0.0
H 5.191 1.542 2.661 0.0 0.0 -0.1
O -2.488 -1.724 3.973 0.0 -0.1 -0.1
C -2.209 -1.043 3.009 -0.1 0.0 0.2
O -0.986 -0.934 2.560 0.3 0.3 0.1
C -3.241 -0.234 2.247 0.1 0.0 -0.1
P -2.606 -0.078 0.539 0.2 -0.2 0.1
C -3.417 1.363 -0.197 0.1 0.0 -0.1
C -4.341 2.162 0.471 0.0 0.0 0.1
C -4.886 3.270 -0.162 0.0 0.1 0.0
C -4.514 3.585 -1.462 0.0 0.0 0.0
C -3.594 2.789 -2.132 0.0 0.0 0.0
C -3.046 1.683 -1.502 0.0 0.0 0.0
C -3.306 -1.503 -0.339 0.1 -0.1 0.0
C -4.530 -1.445 -0.999 0.0 0.0 0.0
C -5.036 -2.576 -1.624 0.0 0.0 0.0
C -4.327 -3.768 -1.583 0.0 0.0 0.0
C -3.108 -3.830 -0.922 0.0 0.0 0.0
C -2.592 -2.700 -0.309 -0.1 0.1 0.0
H -3.248 0.759 2.700 0.0 0.0 0.0
H -4.225 -0.684 2.332 -0.1 0.0 0.0
H -4.649 1.927 1.483 0.0 0.0 0.0
H -5.604 3.887 0.363 0.0 0.0 0.0
H -4.937 4.453 -1.951 0.0 0.0 0.0
H -3.280 3.039 -3.137 0.0 0.0 0.0
H -2.303 1.080 -2.015 0.0 0.0 0.0
H -5.082 -0.513 -1.039 0.0 0.0 0.0
H -5.984 -2.523 -2.144 0.0 0.0 0.0
H -4.721 -4.649 -2.076 0.0 0.0 0.0
H -2.544 -4.755 -0.904 0.0 0.0 0.0
H -1.615 -2.725 0.160 0.0 0.0 0.0
C -0.237 -0.536 -0.993 0.0 0.2 -0.1
C -0.315 -0.885 -2.154 -0.1 0.1 0.0
C -0.505 -1.332 -3.497 0.0 -0.1 -0.1
C -1.790 -1.649 -3.954 0.0 0.0 0.1
C -1.979 -2.086 -5.255 0.0 0.0 0.0
C -0.896 -2.217 -6.115 0.0 0.0 0.0
C 0.381 -1.907 -5.667 0.0 0.0 0.0
C 0.579 -1.466 -4.368 0.0 0.0 0.0
H -2.631 -1.554 -3.276 0.0 0.0 0.0
H -2.977 -2.327 -5.600 0.0 0.0 0.0
H -1.047 -2.557 -7.131 0.0 0.0 0.0
H 1.228 -2.006 -6.334 0.0 0.0 0.0
H 1.571 -1.218 -4.014 0.0 0.0 0.0
S 1.093 -2.347 0.830 -0.4 0.0 -0.2
C 0.449 -3.539 1.853 0.2 0.1 0.0
N 0.022 -3.449 3.107 -0.1 0.1 0.1
C -0.517 -4.718 3.585 0.0 0.0 0.0
C 0.101 -5.712 2.590 0.0 0.0 0.0
N 0.405 -4.832 1.465 -0.1 -0.1 0.0
H -0.232 -2.554 3.506 0.0 0.0 -0.1
H -1.608 -4.712 3.543 0.0 0.0 0.0
H -0.207 -4.908 4.609 0.0 0.0 0.0
H -0.595 -6.495 2.300 0.0 0.0 0.0
H 1.008 -6.172 2.990 0.0 0.0 0.0
H 0.900 -5.118 0.638 0.0 0.0 0.0
O 1.614 3.299 -0.995 -0.1 0.0 0.1
S 0.173 3.237 -0.918 0.4 -0.2 -0.4
O -0.533 3.091 -2.151 -0.1 0.1 0.1
N -0.232 2.097 0.194 0.2 0.1 -0.3
C -0.743 2.630 1.297 0.1 -0.2 -0.2
O -0.993 1.834 2.215 -0.2 -0.4 0.3
C -0.940 4.073 1.243 -0.1 0.7 0.1
C -1.499 4.917 2.183 0.0 -0.1 0.1
C -1.578 6.268 1.880 -0.1 0.1 0.1
C -1.107 6.763 0.670 0.0 0.0 0.0
C -0.540 5.915 -0.273 0.1 0.1 -0.2
C -0.471 4.577 0.043 0.0 -0.1 0.0
H -1.858 4.524 3.125 0.0 0.0 0.0
H -2.012 6.953 2.598 0.0 0.0 0.0
H -1.181 7.822 0.461 0.0 0.0 0.0
H -0.170 6.291 -1.218 0.0 0.0 0.0
```
Positions in Å, forces in eV/Å.

Output
max |F| = 0.7 eV/A
orbital gap (alpha / beta) = 6.57 / 6.66 eV
energy relative to the best compared isomer or geometry (same formula, charge and spin) = 30.2 kJ/mol
lowest unoccupied orbital energy (alpha / beta) = -0.35 / -0.24 eV
E = -3746.81825 a.u.

Mulliken atomic charge list, values in e, 4 entries: number 1, W, carries 1.64; number 2, O, carries 0.23; number 3, C, carries 3.23; number 4, C, carries -0.62